{
  "formula": "C5H8ClO2P",
  "method": "ωB97M-V/def2-TZVPD",
  "max_force_ha_per_bohr": 0.09927,
  "s2": 2.016,
  "total_energy_ev": -31216.7555,
  "multiplicity": 3,
  "e_above_lowest_kj_mol": 0.0,
  "orbital_gap_ev": [7.1, 5.4],
  "e_homo_ev": [-6.34, -9.06],
  "species": ["C", "C", "C", "C", "C", "O", "O", "P", "Cl", "H", "H", "H", "H", "H", "H", "H", "H"],
  "coordinates": [[1.037, 0.069, 0.197], [1.716, -0.839, 0.882], [-0.429, 0.040, 0.136], [-0.946, 0.131, 1.496], [-1.170, -0.569, -1.071], [1.750, 1.102, -0.273], [-0.498, 1.822, -0.753], [0.976, 2.031, -1.402], [0.895, 0.704, -3.020], [2.741, -0.804, 1.031], [1.180, -1.636, 1.257], [-0.717, 1.043, 2.026], [-0.394, -0.560, 2.104], [-2.055, -0.064, 1.526], [-0.616, -1.400, -1.484], [-1.404, 0.022, -1.938], [-2.068, -1.090, -0.715]],
  "atomic_forces_ev_per_a": [[-0.064, -1.507, 0.784], [-0.598, 0.610, -0.800], [0.494, -2.704, -0.364], [-2.254, -0.528, 0.207], [-0.085, -0.873, 1.590], [0.834, 2.336, -1.733], [1.569, 3.771, -3.062], [-2.116, -1.631, 1.742], [0.282, 0.615, 0.004], [1.799, 0.127, 0.079], [-0.872, -1.564, 0.941], [-0.132, 0.926, -0.195], [-0.159, -0.928, 0.612], [1.082, 0.178, 0.245], [0.745, -0.171, -0.070], [-0.318, 0.731, -0.059], [-0.207, 0.611, 0.080]],
  "mulliken_spin": [0.029, 0.104, 0.747, 0.002, 0.030, 0.040, 0.664, 0.165, 0.087, 0.004, 0.009, 0.032, 0.041, -0.001, 0.017, 0.026, 0.003]
}

***

{
  "formula": "C5H8ClOP",
  "method": "ωB97M-V/def2-TZVPD",
  "max_force_ha_per_bohr": 0.06197,
  "total_energy_ev": -29170.5307,
  "e_above_lowest_kj_mol": 357.3,
  "orbital_gap_ev": [6.5, 7.7],
  "e_homo_ev": [-7.18, -7.75],
  "species": ["C", "C", "C", "C", "C", "O", "P", "Cl", "H", "H", "H", "H", "H", "H", "H", "H"],
  "coordinates": [[-0.530, -0.348, -0.035], [-1.811, 0.383, 0.128], [0.170, -1.521, 0.000], [-1.637, 1.855, 0.017], [1.646, -1.462, -0.055], [-3.089, -0.098, -0.089], [-4.538, 0.722, -0.103], [-5.580, -1.031, -0.111], [0.259, 0.351, -0.002], [-0.221, -2.462, 0.062], [-1.631, 2.233, -1.014], [-0.764, 2.299, 0.433], [-2.604, 2.320, 0.434], [2.035, -2.462, 0.080], [2.069, -0.780, 0.837], [1.889, -1.041, -0.990]],
  "atomic_forces_ev_per_a": [[-1.098, -0.343, 0.827], [1.148, -1.020, -1.371], [-1.172, 1.974, 0.073], [-3.047, 0.932, -0.052], [0.485, 0.930, 2.901], [1.843, 0.377, 0.492], [0.744, -0.621, -0.071], [-0.466, 0.051, 0.002], [0.336, 1.722, -0.098], [-1.431, -2.277, 0.099], [-0.159, -0.430, -0.277], [0.576, -0.040, 0.856], [1.544, -0.204, -0.147], [0.456, -0.052, -0.181], [-0.749, -1.413, -2.040], [0.989, 0.415, -1.013]],
  "nbo_charge": [-0.288, 0.345, -0.129, -0.685, -0.647, -0.743, 0.756, -0.307, 0.184, 0.188, 0.227, 0.236, 0.209, 0.219, 0.210, 0.223]
}

***

{
  "formula": "C5H8F2",
  "method": "ωB97M-V/def2-TZVPD",
  "max_force_ha_per_bohr": 0.13992,
  "total_energy_ev": -10747.1918,
  "e_above_lowest_kj_mol": 210.5,
  "orbital_gap_ev": 10.0,
  "e_homo_ev": -9.15,
  "species": ["C", "C", "C", "C", "C", "F", "F", "H", "H", "H", "H", "H", "H", "H", "H"],
  "coordinates": [[-1.912, -0.809, -0.233], [-1.093, 0.314, -0.059], [0.308, 0.290, -0.216], [1.045, 1.478, 0.325], [1.160, -0.841, -0.331], [1.306, -1.410, 1.076], [2.331, -0.508, -0.856], [-2.290, -0.677, -1.287], [-2.557, -0.936, 0.580], [-1.460, -1.737, -0.149], [-1.577, 1.213, 0.320], [0.589, 2.521, 0.606], [1.634, 1.194, 1.244], [1.855, 1.533, -0.290], [0.662, -1.626, -0.729]],
  "atomic_forces_ev_per_a": [[-1.554, -0.798, -2.520], [5.831, 1.094, 0.337], [-5.249, 3.930, 2.963], [-0.260, 1.190, 2.657], [-0.109, -0.238, 3.110], [0.633, 1.104, -2.119], [0.698, -0.829, 0.096], [-0.841, -0.692, 1.223], [-2.158, 0.504, 0.672], [1.683, -1.793, -0.509], [0.410, 0.119, -0.371], [0.341, -2.289, -1.118], [-1.018, -0.080, -0.315], [2.222, 1.514, -2.064], [-0.630, -2.738, -2.041]],
  "nbo_charge": [-0.679, -0.075, -0.119, -0.651, 0.538, -0.416, -0.306, 0.234, 0.234, 0.215, 0.205, 0.227, 0.225, 0.218, 0.150]
}

***

{
  "formula": "C5H8F2IN2O",
  "method": "ωB97M-V/def2-TZVPD",
  "max_force_ha_per_bohr": 0.01879,
  "total_energy_ev": -23870.2786,
  "charge": 1,
  "e_above_lowest_kj_mol": 9.3,
  "orbital_gap_ev": 8.0,
  "e_homo_ev": -13.07,
  "species": ["C", "C", "C", "C", "C", "N", "N", "O", "F", "F", "I", "H", "H", "H", "H", "H", "H", "H", "H"],
  "coordinates": [[-0.099, -1.102, -0.358], [1.356, -1.306, 0.038], [1.981, 0.980, 0.363], [0.098, 1.053, -1.231], [0.603, 1.637, 0.083], [-0.295, -0.139, -1.236], [-1.056, -1.881, 0.058], [2.157, -0.224, -0.352], [-0.274, 1.302, 1.076], [0.677, 2.972, 0.064], [-4.796, -0.201, 0.064], [1.393, -1.469, 1.127], [1.778, -2.183, -0.467], [2.767, 1.650, 0.008], [2.089, 0.834, 1.446], [0.080, 1.657, -2.129], [-5.567, 0.795, 0.995], [-0.866, -2.689, 0.634], [-2.025, -1.687, -0.180]],
  "atomic_forces_ev_per_a": [[0.388, -0.143, 0.150], [0.451, -0.126, 0.230], [0.075, 0.421, 0.239], [-0.280, 0.379, 0.586], [0.395, -0.294, 0.219], [-0.584, -0.047, -0.769], [-0.085, 0.095, -0.020], [-0.207, -0.278, -0.058], [-0.027, -0.207, -0.121], [0.104, 0.052, -0.211], [0.355, -0.583, -0.642], [-0.043, 0.007, -0.146], [-0.245, 0.036, 0.114], [-0.139, -0.041, 0.061], [-0.071, 0.040, -0.121], [0.038, 0.029, -0.169], [-0.323, 0.546, 0.580], [0.024, 0.126, 0.040], [0.171, -0.010, 0.034]],
  "nbo_charge": [0.539, -0.150, -0.138, 0.230, 0.590, -0.385, -0.664, -0.486, -0.324, -0.292, -0.125, 0.226, 0.260, 0.246, 0.218, 0.244, 0.132, 0.437, 0.444]
}

***

{
  "formula": "C5H8F3N3OPS",
  "method": "ωB97M-V/def2-TZVPD",
  "max_force_ha_per_bohr": 0.02749,
  "total_energy_ev": -40102.4335,
  "charge": 1,
  "orbital_gap_ev": 9.7,
  "e_homo_ev": -13.48,
  "species": ["O", "C", "C", "C", "N", "N", "C", "N", "P", "S", "C", "F", "F", "F", "H", "H", "H", "H", "H", "H", "H", "H"],
  "coordinates": [[-1.834, -2.294, -0.748], [-1.192, -1.064, -0.527], [0.311, -1.260, -0.336], [1.129, -0.168, 0.256], [2.438, -0.288, 0.345], [3.044, 0.740, 0.964], [2.060, 1.520, 1.260], [0.848, 1.005, 0.833], [-0.708, 1.787, 1.204], [-1.491, 1.158, 2.822], [-1.428, -0.257, -1.802], [-0.559, 0.790, -1.834], [-2.660, 0.251, -1.840], [-1.212, -0.980, -2.890], [-1.710, -2.878, 0.007], [-1.675, -0.564, 0.314], [0.476, -2.143, 0.278], [0.738, -1.480, -1.314], [2.986, -1.068, 0.012], [2.144, 2.454, 1.784], [-1.449, 1.634, 0.036], [-0.258, 3.108, 1.172]],
  "atomic_forces_ev_per_a": [[0.296, 0.128, -0.169], [-0.301, -0.523, -0.074], [-0.104, 0.026, -0.142], [0.080, -0.260, -0.020], [0.267, -0.467, -0.205], [-0.076, 0.273, 0.146], [-0.015, 0.177, 0.066], [-0.107, 0.318, -0.284], [-0.757, -0.005, 1.193], [0.135, 0.010, -0.283], [-0.369, 0.045, -0.129], [0.080, 0.067, -0.079], [0.165, -0.094, -0.023], [-0.007, 0.079, 0.066], [-0.145, -0.013, 0.126], [0.115, 0.252, 0.096], [-0.041, -0.103, 0.151], [0.092, -0.138, -0.078], [0.123, -0.025, -0.033], [0.059, 0.120, 0.036], [0.294, 0.072, -0.180], [0.217, 0.060, -0.183]],
  "nbo_charge": [-0.667, 0.011, -0.502, 0.491, -0.298, -0.175, 0.202, -0.611, 0.964, -0.399, 0.961, -0.348, -0.296, -0.288, 0.489, 0.206, 0.270, 0.280, 0.450, 0.254, 0.010, -0.004]
}

***

{
  "formula": "C5H8FN",
  "method": "ωB97M-V/def2-TZVPD",
  "max_force_ha_per_bohr": 0.05947,
  "total_energy_ev": -9519.2225,
  "e_above_lowest_kj_mol": 247.6,
  "orbital_gap_ev": 9.8,
  "e_homo_ev": -8.90,
  "species": ["C", "C", "C", "F", "H", "H", "H", "H", "H", "C", "C", "N", "H", "H", "H"],
  "coordinates": [[2.323, -0.181, 0.242], [1.310, -0.403, -0.525], [0.510, 0.505, -1.344], [0.724, -1.601, -0.418], [2.696, 0.752, 0.444], [2.802, -0.871, 0.902], [0.843, 1.569, -1.538], [0.262, 0.057, -2.299], [-0.470, 0.638, -0.787], [-1.621, 0.724, 1.517], [-1.915, -0.428, 0.867], [-2.369, -1.270, 0.072], [-1.423, 1.016, 2.543], [-1.932, 1.491, 0.749], [-1.738, -2.000, -0.424]],
  "atomic_forces_ev_per_a": [[1.187, -0.667, 1.178], [-0.547, 0.451, 0.197], [-1.864, 1.879, -0.018], [-0.448, -1.227, -0.589], [0.782, 2.397, -0.442], [-0.291, -0.981, 0.057], [0.307, -1.464, 0.453], [0.020, -0.141, -0.246], [1.035, -0.223, -0.797], [-1.370, -0.942, -2.566], [-0.251, 0.262, -0.179], [1.742, -0.603, 1.033], [-0.104, -0.628, -0.313], [0.806, -0.232, 1.157], [-1.003, 2.120, 1.076]],
  "nbo_charge": [-0.493, 0.415, -0.695, -0.349, 0.204, 0.212, 0.238, 0.229, 0.238, -0.694, 0.443, -0.663, 0.258, 0.248, 0.410]
}

***

{
  "formula": "C5H8FN3O",
  "method": "ωB97M-V/def2-TZVPD",
  "max_force_ha_per_bohr": 0.07935,
  "total_energy_ev": -14546.2416,
  "e_above_lowest_kj_mol": 83.4,
  "orbital_gap_ev": 9.2,
  "e_homo_ev": -9.13,
  "species": ["C", "C", "O", "C", "C", "C", "F", "N", "N", "N", "H", "H", "H", "H", "H", "H", "H", "H"],
  "coordinates": [[1.230, 0.921, 1.029], [0.752, -0.506, 0.743], [-0.554, -0.664, 0.334], [-0.975, 0.010, -0.845], [-2.465, -0.627, -1.089], [-3.188, -0.113, 0.082], [-3.853, -1.026, 0.793], [-3.016, 1.062, 0.575], [-2.208, 1.897, -0.130], [-1.181, 1.515, -0.625], [1.428, 1.406, 0.084], [0.564, 1.428, 1.649], [2.368, 0.920, 1.349], [0.759, -1.157, 1.662], [1.438, -0.984, -0.007], [-0.312, -0.292, -1.685], [-2.873, -0.310, -2.054], [-2.214, -1.635, -1.020]],
  "atomic_forces_ev_per_a": [[3.501, -1.656, -1.283], [2.068, -1.058, 0.984], [-1.760, 0.744, -1.043], [-2.177, -0.869, 1.112], [2.392, 2.508, -0.315], [0.526, 1.078, 1.320], [-0.163, 0.613, -0.259], [-1.718, -3.371, 0.015], [-0.760, 2.220, 0.662], [2.698, -1.641, -2.560], [-0.851, 0.566, -0.387], [-0.725, 1.119, 1.107], [-2.414, -0.315, 0.342], [0.416, 0.736, -0.727], [-0.352, 0.315, 0.499], [-0.290, 1.095, 0.361], [0.024, -0.194, 0.196], [-0.416, -1.891, -0.024]],
  "nbo_charge": [-0.648, -0.057, -0.547, 0.200, -0.547, 0.666, -0.297, -0.338, 0.030, -0.174, 0.219, 0.221, 0.220, 0.193, 0.154, 0.198, 0.250, 0.256]
}

***

{
  "formula": "C5H8FNO",
  "method": "ωB97M-V/def2-TZVPD",
  "max_force_ha_per_bohr": 0.10710,
  "total_energy_ev": -11566.6004,
  "e_above_lowest_kj_mol": 368.5,
  "orbital_gap_ev": 10.1,
  "e_homo_ev": -9.56,
  "species": ["O", "C", "C", "C", "N", "C", "C", "F", "H", "H", "H", "H", "H", "H", "H", "H"],
  "coordinates": [[-0.037, 1.982, -0.605], [0.703, 1.008, 0.095], [-0.068, 0.324, 1.091], [-1.418, -0.155, 0.888], [-1.672, -0.580, -0.508], [-0.337, -1.279, -0.824], [0.694, -0.419, -0.108], [2.020, -0.947, 0.115], [0.412, 2.086, -1.564], [1.724, 1.405, 0.438], [0.359, 0.053, 2.148], [-2.183, 0.613, 1.101], [-1.565, -0.907, 1.515], [-1.449, 0.349, -0.889], [-0.630, -2.255, -0.333], [-0.295, -1.499, -1.902]],
  "atomic_forces_ev_per_a": [[1.717, 0.161, -3.983], [1.164, 3.536, -0.149], [3.353, -3.171, 3.006], [-2.668, 3.370, -2.131], [2.665, 1.394, -0.365], [-2.422, -0.796, 0.654], [1.374, -1.909, 0.673], [-1.944, 0.186, -0.346], [-1.550, -0.214, 3.215], [-1.488, -0.830, -0.510], [-0.624, 1.105, -2.106], [0.208, -0.250, 0.107], [-0.823, -3.468, 2.752], [-1.087, -0.260, -0.949], [1.667, 0.625, -0.253], [0.457, 0.521, 0.383]],
  "nbo_charge": [-0.706, 0.025, -0.260, -0.251, -0.558, -0.299, 0.300, -0.362, 0.475, 0.218, 0.237, 0.203, 0.192, 0.347, 0.217, 0.221]
}

***

{
  "formula": "C5H8FNS",
  "method": "ωB97M-V/def2-TZVPD",
  "max_force_ha_per_bohr": 0.04459,
  "total_energy_ev": -20356.1536,
  "e_above_lowest_kj_mol": 81.5,
  "orbital_gap_ev": 9.0,
  "e_homo_ev": -8.33,
  "species": ["C", "C", "C", "F", "C", "N", "C", "S", "H", "H", "H", "H", "H", "H", "H", "H"],
  "coordinates": [[1.489, -0.813, 0.248], [0.177, -0.873, 0.931], [-0.488, 0.233, 1.607], [0.203, 1.420, 1.737], [-0.973, -0.094, 0.241], [-0.594, 0.859, -0.759], [-0.690, 0.731, -2.066], [-0.049, 1.767, -3.197], [1.372, -1.397, -0.640], [1.774, 0.195, -0.024], [2.326, -1.242, 0.871], [-0.151, -1.809, 1.267], [-1.105, 0.085, 2.531], [-1.949, -0.562, 0.124], [-0.203, 1.752, -0.455], [-1.138, -0.252, -2.418]],
  "atomic_forces_ev_per_a": [[1.429, -0.282, 1.070], [-0.682, 0.597, -0.899], [-0.530, 0.908, 1.886], [0.003, -0.015, -0.166], [-0.022, -0.070, 0.034], [-0.165, 0.791, 0.692], [0.286, -1.345, -1.835], [-0.527, -0.327, 0.629], [0.355, -0.365, -0.721], [0.021, 0.154, -0.066], [-0.903, 0.380, -0.599], [-0.191, -1.343, 0.488], [0.497, -0.031, -1.132], [0.201, 0.163, -0.049], [-0.099, -0.387, 0.086], [0.328, 1.172, 0.582]],
  "nbo_charge": [-0.612, -0.259, 0.201, -0.350, -0.102, -0.575, -0.044, -0.187, 0.221, 0.230, 0.223, 0.223, 0.193, 0.223, 0.424, 0.191]
}

***

{
  "formula": "C5H8FNS",
  "method": "ωB97M-V/def2-TZVPD",
  "max_force_ha_per_bohr": 0.02283,
  "total_energy_ev": -20356.0468,
  "e_above_lowest_kj_mol": 91.8,
  "orbital_gap_ev": 9.9,
  "e_homo_ev": -9.06,
  "species": ["C", "C", "C", "C", "F", "C", "N", "S", "H", "H", "H", "H", "H", "H", "H", "H"],
  "coordinates": [[-0.300, 2.644, 1.436], [-0.259, 2.069, 0.241], [0.593, 0.877, -0.098], [1.579, 1.190, -1.208], [1.317, 0.505, 1.028], [-0.294, -0.286, -0.488], [-0.219, -1.402, 0.109], [-1.276, -2.632, -0.458], [0.325, 2.237, 2.242], [-0.905, 3.494, 1.663], [-0.853, 2.444, -0.585], [2.195, 0.338, -1.396], [1.058, 1.486, -2.119], [2.204, 2.041, -0.908], [-0.964, -0.082, -1.315], [-0.880, -3.542, 0.426]],
  "atomic_forces_ev_per_a": [[0.794, -0.850, 0.159], [-0.182, 0.254, 0.178], [0.027, -0.178, 0.427], [-0.190, 0.948, 0.162], [0.088, 0.060, -0.101], [0.258, -0.337, 0.340], [-0.272, 0.136, -0.330], [0.132, 0.394, -0.044], [-0.350, 0.238, -0.339], [-0.303, 0.349, -0.067], [-0.084, 0.066, -0.031], [0.422, -0.597, -0.196], [-0.040, -0.121, -0.032], [-0.112, -0.243, -0.002], [-0.272, 0.022, -0.280], [0.084, -0.139, 0.156]],
  "nbo_charge": [-0.364, -0.223, 0.262, -0.624, -0.349, 0.069, -0.506, 0.162, 0.215, 0.204, 0.204, 0.228, 0.215, 0.229, 0.158, 0.120]
}